Record 1
# C8H20F4N3O11S4V

A structure of composition C8H20F4N3O11S4V in a non-equilibrium geometry (ωB97M-V/def2-TZVPD, OMol25).

Element x y z (Å)
O -16.27 -0.63 -8.34
V -15.01 -1.64 -8.30
O -15.22 -2.71 -9.49
C -10.50 -7.15 -13.22
C -11.35 -6.33 -12.25
N -12.80 -6.74 -12.09
C -12.94 -8.04 -11.21
C -13.47 -5.54 -11.39
C -14.98 -5.78 -11.02
C -13.59 -6.97 -13.45
C -13.76 -5.72 -14.39
O -12.54 -5.16 -14.77
C -12.74 -4.09 -15.67
H -10.64 -8.21 -13.06
H -9.44 -6.93 -13.04
H -10.65 -6.97 -14.29
H -11.28 -5.32 -12.66
H -10.91 -6.37 -11.25
H -12.48 -7.88 -10.23
H -12.42 -8.89 -11.65
H -14.00 -8.24 -11.06
H -13.30 -4.62 -11.95
H -12.94 -5.30 -10.47
H -15.19 -6.21 -10.04
H -15.54 -6.41 -11.70
H -15.59 -4.88 -10.89
H -14.50 -7.52 -13.23
H -13.06 -7.62 -14.14
H -14.40 -4.97 -13.93
H -14.38 -6.09 -15.21
H -11.86 -3.50 -15.92
H -13.41 -3.36 -15.22
H -13.24 -4.45 -16.57
N -13.12 -1.01 -8.86
S -11.71 -1.42 -9.45
O -10.47 -1.23 -8.66
O -11.67 -1.21 -10.90
F -11.99 -2.99 -9.34
S -12.51 0.57 -8.48
O -12.08 1.45 -9.58
O -11.77 0.69 -7.25
F -13.90 1.29 -8.12
N -15.40 -2.59 -6.52
S -14.39 -3.94 -6.16
O -15.04 -5.07 -5.47
O -12.95 -3.73 -5.89
F -14.39 -4.61 -7.69
S -15.57 -2.23 -5.04
O -14.45 -1.65 -4.33
O -16.58 -3.04 -4.32
F -16.43 -0.87 -5.26

Its calculated total energy is -115504.96281 eV. The energy relative to the best compared isomer or geometry (same formula, charge and spin) comes out at 391.4 kJ/mol. As for the total charge: 0. The largest force on an atom is 11.7 eV/A. The HOMO energy is -10.78 eV. Its multiplicity is 1. As for the lowest unoccupied orbital energy: -1.418 eV.



Record 2
# C8H20INSi

A cluster of 2 separate species, C8H20INSi in total in a non-equilibrium geometry (ωB97M-V/def2-TZVPD, OMol25).

Element x y z (Å)
C 2.24 -0.50 1.45
C 3.97 0.62 -0.08
C 2.64 1.96 1.68
C -5.24 -1.56 -0.18
C -2.74 -2.23 -0.03
C 0.20 1.34 -2.89
C 2.60 0.80 0.76
C -3.88 -1.32 0.45
N 1.60 1.16 -0.33
Si 0.51 0.23 -1.27
I -3.31 0.81 0.33
H 3.18 -0.73 1.90
H 1.51 -0.45 2.33
H 1.88 -1.21 0.81
H 3.94 -0.41 -0.41
H 4.79 0.85 0.59
H 3.93 1.39 -0.92
H 2.38 2.81 1.26
H 2.03 1.76 2.59
H 3.62 2.10 2.08
H -5.34 -2.55 -0.49
H -6.11 -1.32 0.44
H -5.28 -0.97 -1.13
H -2.45 -2.16 -1.07
H -1.82 -2.04 0.48
H -3.03 -3.22 0.22
H -0.70 1.82 -2.98
H 0.95 2.01 -3.01
H 0.36 0.55 -3.64
H 1.44 2.14 -0.44
H -3.86 -1.68 1.54

Its calculated total energy is -26086.94354 eV. The energy relative to the best compared isomer or geometry (same formula, charge and spin) comes out at 17.6 kJ/mol. As for the total charge: 0. The largest force on an atom is 5.0 eV/A. The HOMO energy is -7.52 eV. Its multiplicity is 1. As for the lowest unoccupied orbital energy: 0.491 eV.



Record 3
# C8H20N2O2S

An isolated molecule of C8H20N2O2S in a non-equilibrium geometry (ωB97M-V/def2-TZVPD, OMol25).

Element x y z (Å)
C -2.90 1.36 1.94
C -2.19 2.07 0.77
C -2.12 1.21 -0.50
C -1.20 -0.01 -0.38
C 0.76 0.06 1.22
C 1.36 -1.33 1.44
C 0.43 -2.52 1.20
C -0.68 -2.65 2.25
H -3.90 1.07 1.65
H -2.94 1.98 2.84
H -2.35 0.45 2.28
H -1.18 2.38 1.09
H -2.71 2.99 0.52
H -1.77 1.87 -1.32
H -3.13 0.83 -0.78
H -1.25 -0.59 -1.30
H -1.56 -0.66 0.43
H -0.06 0.24 1.93
H 1.54 0.76 1.43
H 2.23 -1.43 0.78
H 1.76 -1.38 2.43
H 0.01 -2.47 0.22
H 1.04 -3.45 1.25
H -0.27 -2.75 3.29
H -1.34 -1.79 2.27
H -1.31 -3.54 2.05
H 0.00 1.15 -3.04
H 0.67 2.35 -1.99
N 0.20 0.34 -0.10
N 0.79 1.43 -2.44
O 2.55 0.60 -0.85
O 1.05 -1.00 -2.12
S 1.26 0.23 -1.39

Its calculated total energy is -26530.76038 eV. The energy relative to the best compared isomer or geometry (same formula, charge and spin) comes out at 0.0 kJ/mol. As for the total charge: 0. The largest force on an atom is 1.4 eV/A. The HOMO energy is -9.36 eV. Its multiplicity is 1. As for the lowest unoccupied orbital energy: 0.590 eV.



Record 4
# C8H20N2P

The ion C8H20N2P with charge +1 in a non-equilibrium geometry (ωB97M-V/def2-TZVPD, OMol25).

Element x y z (Å)
C 0.28 2.21 1.96
C 0.95 3.19 1.09
C 1.35 1.78 1.05
C 1.76 -1.40 -3.04
C -1.88 -2.12 2.20
C 0.39 -1.68 -2.33
C -0.36 -0.39 -1.96
C -0.64 -0.31 1.03
N 2.48 1.31 1.59
N -1.07 -1.81 0.99
P 0.37 0.31 -0.26
H 0.40 2.31 3.14
H -0.75 1.88 1.80
H 0.48 3.59 0.17
H 1.55 3.92 1.62
H 1.67 -1.18 -4.03
H 2.31 -0.60 -2.50
H 2.36 -2.32 -2.94
H -1.33 -1.71 2.99
H -2.75 -1.48 2.17
H -1.92 -3.24 2.31
H -0.28 -2.37 -2.89
H 0.63 -2.32 -1.44
H -0.15 0.31 -2.78
H -1.43 -0.56 -1.62
H -1.50 0.31 1.02
H 2.43 0.67 2.41
H 3.37 1.38 1.15
H -1.51 -2.16 0.17
H -0.27 -2.29 1.14
H 1.62 -0.54 -0.24

Its calculated total energy is -20875.33394 eV. The energy relative to the best compared isomer or geometry (same formula, charge and spin) comes out at 310.4 kJ/mol. As for the total charge: +1. The largest force on an atom is 4.2 eV/A. The expectation value of S² is 2.013. The HOMO energy (spin up / spin down) is -8.80 / -11.74 eV. Its multiplicity is 3. As for the lowest unoccupied orbital energy (spin up / spin down): -3.192 / -5.902 eV.



Record 5
# C8H20N3S

A cluster of 3 separate species, C8H20N3S in total in a non-equilibrium geometry (ωB97M-V/def2-TZVPD, OMol25).

Element x y z (Å)
C -2.51 -1.82 1.33
C -2.90 -1.56 -0.14
C -1.17 0.16 1.27
C -1.13 0.11 -0.22
C 0.18 -0.47 1.76
C -3.32 0.21 2.36
C -1.83 -0.84 -2.23
C 4.35 4.26 -0.32
N -2.33 -0.45 1.79
N -1.98 -0.62 -0.76
N 3.10 3.51 -0.44
S 1.07 -4.00 -1.35
H -3.39 -2.15 1.77
H -1.57 -2.34 1.33
H -2.86 -2.51 -0.63
H -3.81 -0.97 -0.15
H -1.12 1.25 1.52
H 0.11 -0.76 2.77
H 1.01 0.15 1.66
H 0.47 -1.41 1.23
H -4.18 -0.32 2.53
H -3.17 1.19 2.72
H 2.42 -3.63 -1.16
H -0.92 -0.55 -2.62
H -1.80 -1.90 -2.29
H -2.68 -0.34 -2.72
H 5.07 3.88 -0.95
H 4.09 5.30 -0.62
H 4.49 4.14 0.74
H 2.87 3.28 -1.41
H 2.35 3.89 0.17
H 1.35 -3.64 -2.62

Its calculated total energy is -23914.73307 eV. The energy relative to the best compared isomer or geometry (same formula, charge and spin) comes out at 350.4 kJ/mol. As for the total charge: +1. The largest force on an atom is 4.6 eV/A. The HOMO energy is -10.48 eV. Its multiplicity is 1. As for the lowest unoccupied orbital energy: -4.803 eV.



Record 6
# C8H20N5P

An isolated molecule of C8H20N5P in a non-equilibrium geometry (ωB97M-V/def2-TZVPD, OMol25).

Element x y z (Å)
C 2.28 -1.40 0.95
C 0.75 0.20 -1.93
C 2.61 0.11 1.09
C 1.96 0.90 -1.24
C 0.81 -1.71 1.29
C 0.39 -1.26 -1.54
C -2.83 1.56 -0.68
C -3.49 -0.44 0.65
N 0.98 1.71 0.80
N 0.42 1.58 1.83
N 1.94 0.94 0.18
N -1.25 -0.05 0.40
N -2.52 0.11 -0.27
P -0.56 -1.56 0.04
H 2.43 -1.81 -0.01
H 2.90 -1.99 1.68
H -0.05 0.87 -1.73
H 1.01 0.26 -2.91
H 2.10 0.35 1.93
H 3.66 0.35 1.06
H 2.87 0.57 -1.62
H 1.85 1.90 -1.61
H 0.75 -2.81 1.60
H 0.58 -1.18 2.35
H -0.17 -1.64 -2.46
H 1.19 -1.95 -1.39
H -2.36 1.77 -1.65
H -3.91 1.61 -0.64
H -2.48 2.36 -0.03
H -3.88 0.22 1.43
H -4.34 -0.71 0.06
H -3.04 -1.40 0.89
H 0.54 2.33 0.07
H -1.14 0.18 1.43

Its calculated total energy is -25353.63205 eV. As for the total charge: 0. The largest force on an atom is 4.1 eV/A. The HOMO energy is -7.43 eV. Its multiplicity is 1. As for the lowest unoccupied orbital energy: 0.843 eV.



Copy entry 2 word for word.
# C8H20INSi

A cluster of 2 separate species, C8H20INSi in total in a non-equilibrium geometry (ωB97M-V/def2-TZVPD, OMol25).

Element x y z (Å)
C 2.24 -0.50 1.45
C 3.97 0.62 -0.08
C 2.64 1.96 1.68
C -5.24 -1.56 -0.18
C -2.74 -2.23 -0.03
C 0.20 1.34 -2.89
C 2.60 0.80 0.76
C -3.88 -1.32 0.45
N 1.60 1.16 -0.33
Si 0.51 0.23 -1.27
I -3.31 0.81 0.33
H 3.18 -0.73 1.90
H 1.51 -0.45 2.33
H 1.88 -1.21 0.81
H 3.94 -0.41 -0.41
H 4.79 0.85 0.59
H 3.93 1.39 -0.92
H 2.38 2.81 1.26
H 2.03 1.76 2.59
H 3.62 2.10 2.08
H -5.34 -2.55 -0.49
H -6.11 -1.32 0.44
H -5.28 -0.97 -1.13
H -2.45 -2.16 -1.07
H -1.82 -2.04 0.48
H -3.03 -3.22 0.22
H -0.70 1.82 -2.98
H 0.95 2.01 -3.01
H 0.36 0.55 -3.64
H 1.44 2.14 -0.44
H -3.86 -1.68 1.54

Its calculated total energy is -26086.94354 eV. The energy relative to the best compared isomer or geometry (same formula, charge and spin) comes out at 17.6 kJ/mol. As for the total charge: 0. The largest force on an atom is 5.0 eV/A. The HOMO energy is -7.52 eV. Its multiplicity is 1. As for the lowest unoccupied orbital energy: 0.491 eV.



Q: Which of these has the highest multiplicity?
A: C8H20N2P